No. 1
{
  "formula": "Br5HSi2",
  "method": "ωB97M-V/def2-TZVPD",
  "species": ["Si", "Si", "Br", "Br", "Br", "Br", "Br", "H"],
  "coordinates": [[-1.916587, -0.149683, 1.229281], [1.537444, -0.399056, -1.027596], [-1.842870, -0.231082, -0.995603], [-1.207658, 1.976581, 1.665304], [2.276657, -1.354420, 0.877957], [2.640769, -1.235021, -2.766811], [2.004113, 1.713829, -0.479242], [-3.491869, -0.321147, 1.496710]],
  "atomic_forces_ev_per_a": [[-1.34, 0.87, 0.09], [0.38, 0.07, 0.71], [0.00, -0.23, -0.12], [-0.38, -0.86, 0.13], [-0.24, -0.33, -0.27], [0.02, 0.16, 0.05], [-0.04, 0.11, -0.56], [1.60, 0.22, -0.03]],
  "lowdin_charge": [-0.138, -0.683, 0.171, 0.135, 0.177, 0.235, 0.191, -0.088]
}

***

No. 2
{
  "formula": "Br6Hf",
  "method": "ωB97M-V/def2-TZVPD",
  "total_charge": -2,
  "species": ["Hf", "Br", "Br", "Br", "Br", "Br", "Br"],
  "coordinates": [[0.495323, 0.909955, -1.110963], [0.525185, -0.486089, 2.585278], [-1.681555, 1.701866, 1.275421], [1.375519, -2.110047, -1.889362], [-2.024480, -0.640408, -3.143095], [-0.931568, -1.966880, 0.116051], [2.241577, 2.591604, 2.166671]],
  "atomic_forces_ev_per_a": [[-2.02, -2.32, 1.59], [-0.32, -0.74, -1.24], [0.91, 0.15, -1.77], [0.23, 1.64, -0.24], [0.81, 0.60, 0.54], [0.54, 1.05, 1.53], [-0.15, -0.39, -0.40]],
  "lowdin_charge": [0.854, -0.235, -0.562, -0.501, -0.649, -0.228, -0.679]
}

***

No. 3
{
  "formula": "BrCl2HNP",
  "method": "ωB97M-V/def2-TZVPD",
  "species": ["N", "P", "Cl", "Cl", "Br", "H"],
  "coordinates": [[-0.683655, 0.435270, 0.404835], [-2.084454, -0.085908, 0.857697], [-3.640625, 2.345068, -1.455557], [-2.276825, -0.155852, 2.813308], [-2.598985, -2.152879, -0.039372], [-0.375367, 0.232018, -0.528393]],
  "atomic_forces_ev_per_a": [[-1.56, -0.35, 1.64], [1.62, -0.53, -2.40], [0.35, -0.87, 0.83], [-0.28, 0.20, -0.15], [-0.07, 1.49, 0.75], [-0.06, 0.07, -0.67]],
  "lowdin_charge": [-0.240, 0.074, -0.452, 0.342, 0.270, 0.005]
}

***

No. 4
{
  "formula": "BrClFHSi",
  "method": "ωB97M-V/def2-TZVPD",
  "smiles": "F[Si@@H](Cl)Br",
  "species": ["F", "Si", "Cl", "Br", "H"],
  "coordinates": [[1.016081, 0.168962, -1.298887], [0.189843, 0.250521, 0.007942], [-2.162292, -0.844351, 0.001610], [1.295311, -1.125671, 1.298037], [-0.338943, 1.550539, -0.008702]],
  "atomic_forces_ev_per_a": [[0.41, -0.11, -1.33], [-2.89, -3.09, 0.45], [2.96, 1.26, -0.13], [-0.34, 0.68, 0.21], [-0.14, 1.26, 0.80]],
  "lowdin_charge": [-0.212, 0.040, -0.172, 0.396, -0.053]
}

***

No. 5
{
  "formula": "BrClH2N2",
  "method": "ωB97M-V/def2-TZVPD",
  "species": ["N", "N", "Cl", "Br", "H", "H"],
  "coordinates": [[0.830507, 0.489538, 0.195233], [-0.516299, -0.241369, 0.457546], [-0.634446, -1.733401, -0.441976], [-2.011165, 0.845028, 0.004627], [0.918713, 0.856530, -0.704244], [1.412689, -0.216328, 0.488816]],
  "atomic_forces_ev_per_a": [[-5.04, 0.10, 2.16], [1.89, 1.52, -0.07], [0.16, -0.04, -0.36], [0.64, 0.02, -0.05], [0.19, 0.02, -1.94], [2.16, -1.62, 0.26]],
  "lowdin_charge": [-0.031, -0.998, 0.442, 0.548, 0.027, 0.012]
}

***

No. 6
{
  "formula": "BrClHOP",
  "method": "ωB97M-V/def2-TZVPD",
  "species": ["O", "P", "Cl", "Br", "H"],
  "coordinates": [[1.628458, -1.711436, -0.653537], [2.329278, -1.350019, 0.567653], [0.164961, 0.311022, 1.210480], [3.549038, 0.490087, -0.093140], [-0.397228, -0.015969, 0.058207]],
  "atomic_forces_ev_per_a": [[-0.39, -0.69, -0.28], [0.74, 0.73, -0.39], [-0.89, 0.05, -0.70], [-0.01, -0.31, 0.42], [0.56, 0.22, 0.95]],
  "lowdin_charge": [-0.612, 0.392, 0.286, 0.077, -0.143]
}

***

No. 7
{
  "formula": "BrClHOP",
  "method": "ωB97M-V/def2-TZVPD",
  "smiles": "OP(Cl)Br",
  "species": ["O", "P", "Cl", "Br", "H"],
  "coordinates": [[-1.206540, 0.246334, 0.533723], [0.354491, 0.048309, 0.909621], [0.907697, -1.796900, -0.656681], [1.272453, 1.421976, -0.390579], [-1.328102, 0.080280, -0.396086]],
  "atomic_forces_ev_per_a": [[0.85, -0.37, 0.90], [-0.52, -2.61, -0.71], [-0.74, 1.53, 1.66], [0.90, 1.45, -0.90], [-0.48, 0.00, -0.96]],
  "lowdin_charge": [-0.438, 0.289, -0.160, 0.291, 0.018]
}

***

No. 8
{
  "formula": "BrClS",
  "method": "ωB97M-V/def2-TZVPD",
  "species": ["S", "Cl", "Br"],
  "coordinates": [[0.441566, -1.065099, 0.080761], [0.600702, 0.561917, -1.018780], [-2.454213, 1.387718, 2.094865]],
  "atomic_forces_ev_per_a": [[-0.48, 1.02, 0.00], [-0.01, -0.58, 0.33], [0.49, -0.44, -0.33]],
  "lowdin_charge": [0.179, 0.059, -0.239]
}

***

No. 9
{
  "formula": "BrF2NS",
  "method": "ωB97M-V/def2-TZVPD",
  "species": ["N", "F", "F", "S", "Br"],
  "coordinates": [[-0.447865, -1.583922, 0.169879], [0.349420, 2.386282, -0.040579], [0.382292, 0.473807, 1.485108], [0.189284, 0.709446, -0.152752], [-0.473131, -1.985613, -1.461656]],
  "atomic_forces_ev_per_a": [[0.06, 0.58, 1.59], [-0.11, -1.88, -0.23], [-0.09, 0.58, -1.69], [0.30, 1.74, 2.52], [-0.16, -1.03, -2.19]],
  "lowdin_charge": [-0.640, -0.469, -0.453, 0.856, 0.705]
}

***

No. 10
{
  "formula": "BrH12O6",
  "method": "ωB97M-V/def2-TZVPD",
  "total_charge": -1,
  "species": ["Br", "O", "H", "H", "O", "H", "H", "O", "H", "H", "O", "H", "H", "O", "H", "H", "O", "H", "H"],
  "coordinates": [[-6.708350, -17.905450, 12.740850], [-2.828720, -18.117260, 10.170260], [-3.279800, -18.557850, 9.450090], [-3.454740, -18.138050, 10.894060], [-3.231910, -19.200580, 15.346480], [-3.861790, -19.076270, 14.636520], [-3.382560, -18.459610, 15.933430], [-7.509530, -13.168040, 12.752580], [-7.265840, -14.087570, 12.858970], [-7.725990, -13.083010, 11.824060], [-9.381890, -22.060880, 13.874150], [-8.923840, -21.269640, 13.590660], [-8.998180, -22.268030, 14.726260], [-3.394000, -14.152190, 11.455270], [-4.027980, -14.868690, 11.424730], [-2.574390, -14.568200, 11.722490], [-10.287790, -16.432030, 15.640840], [-9.852360, -15.782680, 16.193080], [-9.573280, -16.878940, 15.186990]],
  "atomic_forces_ev_per_a": [[0.18, 0.06, 0.09], [0.41, 0.10, -0.11], [-0.16, -0.07, -0.11], [-0.37, -0.01, 0.31], [0.36, -0.22, 0.18], [-0.40, 0.09, -0.33], [-0.10, 0.17, 0.07], [-0.06, 0.36, 0.15], [0.10, -0.45, 0.06], [-0.03, -0.03, -0.19], [-0.25, -0.28, -0.05], [0.19, 0.37, -0.16], [0.10, -0.01, 0.17], [0.07, 0.36, -0.07], [-0.27, -0.27, 0.03], [0.16, -0.15, 0.04], [-0.36, 0.00, 0.16], [0.12, 0.15, 0.07], [0.30, -0.18, -0.32]],
  "lowdin_charge": [-0.848, -0.069, 0.026, 0.011, -0.073, 0.004, 0.024, -0.066, 0.016, 0.024, -0.064, 0.026, 0.023, -0.061, 0.024, 0.025, -0.066, 0.023, 0.020]
}

***

No. 11
{
  "formula": "BrH17O8",
  "method": "ωB97M-V/def2-TZVPD",
  "species": ["O", "H", "H", "H", "Br", "O", "H", "H", "O", "H", "H", "O", "H", "H", "O", "H", "H", "O", "H", "H", "O", "H", "H", "O", "H", "H"],
  "coordinates": [[13.273000, 6.312000, 10.009000], [13.486000, 6.421000, 10.982000], [13.853000, 5.849000, 9.460000], [12.393000, 5.866000, 9.887000], [10.216000, 5.937000, 9.028000], [11.408000, 3.752000, 11.606000], [10.919000, 4.198000, 12.127000], [10.986000, 3.866000, 10.691000], [13.615000, 5.171000, 12.655000], [14.059000, 5.344000, 13.494000], [13.228000, 4.331000, 12.824000], [12.482000, 9.693000, 11.588000], [11.753000, 9.247000, 11.366000], [13.161000, 9.359000, 10.897000], [14.755000, 4.511000, 8.487000], [14.519000, 3.930000, 9.246000], [14.217000, 4.166000, 7.889000], [13.746000, 8.047000, 7.742000], [12.921000, 8.359000, 7.279000], [14.006000, 8.713000, 8.514000], [16.153000, 7.087000, 10.100000], [16.240000, 7.748000, 9.379000], [16.974000, 6.797000, 10.357000], [15.576000, 8.038000, 12.587000], [15.652000, 7.844000, 11.665000], [15.157000, 7.355000, 13.010000]],
  "atomic_forces_ev_per_a": [[-2.10, 2.03, 2.91], [0.11, -0.85, -0.93], [3.06, -1.54, -1.92], [-1.68, 0.34, -0.23], [0.86, -0.30, 0.43], [4.85, -4.96, -7.61], [-5.64, 5.09, 5.79], [0.70, 0.00, 1.70], [0.99, 1.30, 0.34], [0.10, 0.29, -0.12], [-0.99, -1.30, -0.44], [6.34, 1.63, -0.64], [-4.79, -2.69, -1.29], [-1.64, 1.01, 1.94], [2.81, 1.57, 5.51], [0.74, 0.44, -0.34], [-3.74, -2.06, -4.96], [0.26, 2.08, 1.71], [1.21, -0.15, 1.12], [-1.45, -1.90, -2.87], [-3.45, 1.70, -1.68], [0.25, -0.87, 0.62], [3.21, -0.93, 0.70], [1.45, 3.10, -0.19], [0.10, -0.52, -0.95], [-1.57, -2.51, 1.40]],
  "lowdin_charge": [0.162, 0.143, 0.028, -0.046, -0.370, -0.038, -0.087, 0.011, -0.034, 0.059, 0.016, -0.025, -0.050, 0.071, 0.025, 0.094, -0.016, -0.131, 0.068, 0.088, -0.005, 0.094, 0.022, -0.005, -0.037, -0.035]
}

***

No. 12
{
  "formula": "BrH2NO",
  "method": "ωB97M-V/def2-TZVPD",
  "smiles": "NOBr",
  "species": ["N", "O", "Br", "H", "H"],
  "coordinates": [[0.084716, 0.490674, -0.021609], [1.320429, 1.028781, 0.010097], [2.944063, -0.078391, 0.010933], [-0.247303, 0.126468, 0.861543], [-0.215698, -0.103348, -0.785853]],
  "atomic_forces_ev_per_a": [[0.05, 0.12, 0.54], [-0.54, -0.18, -0.47], [-0.69, -0.09, 0.09], [0.41, -0.02, 0.23], [0.78, 0.17, -0.39]],
  "lowdin_charge": [-0.061, -0.642, 0.517, 0.091, 0.095]
}

***

In the order shown, the computed relative energy (zero: lowest compared OMol25 entry of this formula, charge and spin) values come out to 3.209, 13.616, 3.811, 1.691, 0.995, 0.949, 0.631, 1.536, 3.326, 1.252, 0.413, 0.000 eV.
In the order shown, the computed calculated total energy values come out to -365986.89915, -421559.86346, -105879.90168, -93178.79555, -85574.26094, -93918.18945, -93918.50749, -93396.01900, -87797.11634, -82525.21722, -86696.46399, -73609.31571 eV.
In the order shown, the computed max |F| values come out to 1.61, 3.46, 2.94, 4.25, 5.49, 1.13, 2.76, 1.13, 3.08, 0.52, 10.29, 0.89 eV/Å.